The following is a DFT calculation (ωB97M-V/def2-TZVPD) of a single C3H7O2P molecule at a distorted geometry.

The geometry in XYZ format:
```
13
Properties=species:S:1:pos:R:3:forces:R:3
C -1.921 -0.133 0.255 -0.49 -0.44 -0.21
C -1.273 -1.138 -0.287 -0.92 -2.90 -1.72
O 0.018 -1.211 -0.722 0.53 0.91 0.63
P 1.395 -0.514 -0.080 -3.76 1.27 0.73
C 1.111 1.316 0.137 4.20 -0.39 -1.62
O 2.414 -0.906 -1.008 2.30 -0.46 -0.54
H -1.372 0.780 0.382 -0.75 0.36 0.55
H -2.999 -0.335 0.366 0.72 0.81 0.32
H -1.849 -2.104 -0.646 1.28 1.95 1.01
H 1.166 -0.949 1.236 0.74 -0.43 0.07
H 1.816 1.866 -0.591 -1.22 -1.01 0.71
H 0.148 1.521 -0.101 -2.73 0.81 -0.93
H 1.347 1.806 1.060 0.12 -0.48 1.00
```
Positions in Å, forces in eV/Å.

HOMO-LUMO gap: 10.78 eV
SMILES: C=CO[P@H](C)=O
Energy: -16607.62206 eV
Net charge: 0
Relative energy (zero: lowest compared OMol25 entry of this formula, charge and spin): 24.6 kcal/mol

=====

The following is a DFT calculation (ωB97M-V/def2-TZVPD) of 6 unconnected molecules or ions with the total composition C12H36O12 at a distorted geometry.

The geometry in XYZ format:
```
60
Properties=species:S:1:pos:R:3:forces:R:3
O 1.652 1.454 -2.354 -0.70 -1.27 0.58
C 0.852 1.662 -3.497 -0.52 0.93 -1.06
C -0.609 1.278 -3.325 -0.17 -0.21 0.89
O -1.109 1.674 -2.062 -0.38 0.40 -0.56
H 2.551 1.790 -2.353 -0.19 0.25 -0.65
H 0.824 2.727 -3.727 0.29 0.13 -0.06
H 1.107 1.118 -4.407 0.95 -0.10 0.03
H -0.846 0.226 -3.489 0.51 -0.49 0.15
H -1.156 1.754 -4.138 -0.07 0.45 0.18
H -0.444 1.406 -1.424 0.15 -0.18 0.51
O 4.093 -1.191 0.971 -0.12 0.56 -0.76
C 5.118 -0.648 0.114 0.06 0.05 0.87
C 4.734 -0.539 -1.373 0.39 -0.03 1.90
O 4.474 -1.837 -1.825 -0.03 -0.33 -0.59
H 3.623 -1.817 0.416 -0.11 -0.34 0.05
H 5.382 0.319 0.543 -0.11 0.20 -0.14
H 5.977 -1.295 0.287 0.31 -0.02 -0.63
H 5.586 -0.094 -1.888 -0.02 -0.13 -0.29
H 3.879 0.134 -1.440 -0.21 -0.07 -0.23
H 3.526 -1.985 -1.866 -0.40 0.11 -0.19
O -4.676 -1.704 -3.028 0.31 -0.23 -0.30
C -3.524 -2.351 -2.483 -0.80 0.67 1.18
C -3.445 -2.058 -0.946 0.10 -1.29 -0.76
O -2.957 -0.773 -0.583 -0.01 0.01 -0.27
H -4.789 -0.840 -2.626 0.23 0.13 -0.05
H -3.670 -3.414 -2.673 -0.13 -0.08 0.37
H -2.596 -2.112 -3.003 0.08 0.53 0.04
H -2.816 -2.832 -0.505 0.37 0.14 0.13
H -4.424 -2.216 -0.495 -0.19 0.00 -0.23
H -3.691 -0.258 -0.239 0.07 0.11 0.00
O -2.720 4.197 1.288 0.24 -1.34 0.08
C -2.386 2.794 1.009 0.49 0.80 0.77
C -2.314 1.904 2.309 -1.14 0.44 -1.32
O -1.396 2.235 3.279 2.08 1.56 0.80
H -3.521 4.420 0.808 0.01 -0.06 0.01
H -3.119 2.363 0.327 -0.35 -0.22 0.29
H -1.487 2.799 0.393 0.38 -0.08 0.47
H -2.049 0.887 2.020 -0.80 -0.30 -0.43
H -3.286 2.058 2.779 -0.50 -0.71 -0.32
H -1.592 1.835 4.129 -0.56 -0.14 -0.24
O -0.327 -0.994 4.487 -0.35 -0.75 0.08
C 1.063 -0.907 4.276 0.55 1.86 -0.55
C 1.368 0.474 3.674 0.87 -0.85 -0.08
O 1.110 1.512 4.593 -0.45 -0.03 0.25
H -0.519 -0.361 5.183 -0.04 0.04 0.13
H 1.633 -0.940 5.205 -0.05 -0.41 0.22
H 1.449 -1.647 3.576 -0.48 -0.33 0.13
H 0.808 0.616 2.749 -0.05 -0.02 -0.07
H 2.435 0.491 3.454 0.14 0.08 -0.22
H 0.311 1.931 4.264 0.08 0.44 -0.09
O 1.330 -1.433 -1.956 1.40 -1.14 -1.06
C 0.177 -1.877 -1.302 0.56 1.02 1.35
C 0.296 -1.394 0.159 -2.38 -0.95 0.27
O -0.239 -0.099 0.250 0.77 1.80 -0.09
H 1.332 -0.477 -2.041 -0.07 0.49 0.15
H -0.643 -1.359 -1.798 -0.61 -0.32 0.42
H 0.029 -2.956 -1.325 0.46 -0.05 -0.44
H 1.261 -1.496 0.655 0.17 0.23 -0.52
H -0.451 -1.882 0.786 0.44 -1.45 0.13
H -1.180 -0.275 0.188 -0.43 0.50 -0.21
```
Positions in Å, forces in eV/Å.

HOMO-LUMO gap: 9.62 eV
SMILES: OCCO.OCCO.OCCO.OCCO.OCCO.OCCO
Energy: -37593.53077 eV
Net charge: 0
Relative energy (zero: lowest compared OMol25 entry of this formula, charge and spin): 38.9 kcal/mol

=====

The following is a DFT calculation (ωB97M-V/def2-TZVPD) of 2 unconnected molecules or ions with the total composition C5H13N3 at a distorted geometry.

The geometry in XYZ format:
```
21
Properties=species:S:1:pos:R:3:forces:R:3
H 2.297 0.233 1.413 0.08 0.03 -0.40
N 1.308 0.087 1.224 -0.12 -0.98 0.83
C 1.076 -0.927 0.454 0.77 1.35 -0.26
N 2.051 -1.543 -0.288 0.17 -0.55 0.24
C -0.285 -1.375 0.161 -0.36 -0.45 0.01
C -1.410 -1.042 0.797 0.16 0.11 -0.08
C -1.556 -0.090 1.930 0.15 -0.02 0.14
H 2.965 -1.117 -0.304 -0.19 0.05 0.01
H 1.785 -1.986 -1.152 -0.06 -0.03 0.11
H -0.346 -2.092 -0.650 -0.12 -0.03 -0.05
H -2.334 -1.487 0.442 0.03 -0.10 -0.09
H -2.060 -0.580 2.764 -0.12 -0.01 0.04
H -0.584 0.273 2.247 -0.15 0.06 0.07
H -2.176 0.756 1.627 -0.05 0.04 -0.01
C -0.635 1.555 -1.769 -0.28 0.08 0.51
N 0.721 1.321 -1.313 0.85 -0.18 1.93
H -0.668 1.557 -2.857 0.03 0.03 -0.08
H -1.265 0.728 -1.426 -0.01 0.16 -0.07
H -1.083 2.498 -1.410 -0.01 -0.17 -0.09
H 1.337 2.048 -1.670 -0.10 -0.18 0.34
H 0.861 1.183 -0.220 -0.67 0.81 -3.08
```
Positions in Å, forces in eV/Å.

HOMO-LUMO gap: 9.42 eV
SMILES: [H]/N=C(N)/C=C\C.CN
Energy: -9865.08883 eV
Net charge: 0
Relative energy (zero: lowest compared OMol25 entry of this formula, charge and spin): 29.5 kcal/mol

=====

The following is a DFT calculation (ωB97M-V/def2-TZVPD) of 6 unconnected molecules or ions with the total composition C34H38F40N2O8P at a distorted geometry.

The geometry in XYZ format:
```
123
Properties=species:S:1:pos:R:3:forces:R:3
C -1.997 0.436 -2.283 -0.79 0.26 -0.03
C -2.289 1.443 -3.535 -0.51 -1.27 2.26
O -0.980 1.777 -4.087 -0.29 -0.76 -3.45
P -0.992 1.866 -5.783 -1.62 2.83 -0.43
O -1.687 3.155 -6.264 1.79 -3.66 1.03
C 0.843 1.879 -6.329 0.51 -0.45 1.30
C 1.657 0.597 -5.721 -0.90 1.92 0.29
N 1.571 -0.581 -6.638 -0.15 -2.99 -1.10
C 1.104 -1.816 -6.035 0.67 -2.08 -5.50
C 1.087 -2.831 -7.205 0.46 3.81 2.76
N 1.549 -2.120 -8.382 -0.20 1.96 3.68
C 1.864 -0.739 -8.030 -1.39 -2.55 2.20
O -1.674 0.436 -6.406 0.94 2.60 0.77
C -2.769 0.697 -7.334 -2.12 -1.50 -1.55
C -2.961 -0.688 -8.179 1.28 0.49 1.50
H -2.898 -0.288 -2.196 1.63 1.03 -0.16
H -1.966 1.005 -1.284 0.21 -0.82 -1.59
H -1.011 -0.150 -2.435 -1.72 0.96 0.20
H -2.794 2.390 -3.141 0.73 -1.29 -0.86
H -2.975 0.862 -4.239 1.13 1.12 0.55
H 1.299 2.822 -5.833 -0.85 -1.46 -0.95
H 0.930 1.961 -7.465 -0.29 -0.06 1.65
H 1.082 0.312 -4.758 1.26 0.25 -1.58
H 2.726 0.907 -5.445 -1.49 -0.77 -0.71
H 0.826 -1.997 -4.940 0.53 0.64 -2.00
H 0.764 -3.924 -7.090 0.69 1.95 -0.78
H 1.629 -2.569 -9.314 0.04 0.79 0.93
H 2.269 0.067 -8.721 -0.73 -1.36 1.08
H -3.767 0.837 -6.764 1.82 0.19 -0.75
H -2.587 1.560 -8.058 -0.05 -1.05 1.37
H -3.160 -1.496 -7.378 0.00 1.12 -1.52
H -1.917 -0.930 -8.607 -1.76 0.30 0.24
H -3.778 -0.616 -8.969 1.22 -0.12 1.16
C 0.417 -1.087 3.806 0.21 -0.11 0.89
C 0.639 -1.363 2.305 -0.29 -0.75 0.65
C 0.397 -0.197 1.343 0.32 0.49 -0.67
F -0.822 0.357 1.446 0.05 -0.06 0.05
F 0.505 -0.628 0.056 0.17 -0.34 0.05
F -0.085 -2.457 1.956 -0.01 0.38 -0.07
F 1.949 -1.735 2.164 -0.21 0.54 -0.04
O -0.875 -1.383 4.372 -0.55 0.68 -1.13
C -1.911 -0.445 4.157 1.74 0.09 0.83
C -2.982 -0.933 3.165 -0.82 -0.25 -0.29
F -2.457 -1.424 2.024 0.15 -0.08 0.21
F -3.806 0.082 2.810 0.30 0.09 0.35
F -1.360 0.735 3.814 -0.56 0.00 -0.08
F -2.491 -0.241 5.362 -0.32 -0.38 -0.51
H 1.089 -1.770 4.337 -0.20 -0.07 -0.28
H 0.759 -0.088 4.095 -0.21 -0.01 -0.30
H 1.142 0.591 1.488 0.06 -0.15 0.17
H -3.588 -1.723 3.615 0.14 0.05 0.22
C 5.173 1.064 -7.633 -0.50 -0.13 0.52
C 6.037 0.785 -8.880 -0.85 0.21 -0.36
C 7.476 1.312 -8.864 1.17 -0.16 -0.39
F 7.575 2.630 -8.628 -0.16 -0.07 0.12
F 8.063 1.102 -10.069 -0.42 -0.28 0.08
F 5.359 1.211 -9.975 0.21 -0.02 0.14
F 6.110 -0.578 -9.007 0.25 0.23 0.36
O 4.342 2.243 -7.642 0.96 0.45 -0.36
C 4.964 3.485 -7.362 -0.06 -1.26 0.95
C 5.100 4.393 -8.597 0.01 0.78 -0.70
F 5.629 3.756 -9.660 -0.26 -0.16 0.21
F 5.909 5.445 -8.330 -0.19 -0.32 0.43
F 6.131 3.249 -6.736 -0.14 0.43 -0.15
F 4.177 4.102 -6.450 -0.05 0.04 -0.55
H 4.450 0.243 -7.577 0.14 0.13 -0.24
H 5.746 0.984 -6.704 0.17 0.21 -0.27
H 8.074 0.785 -8.113 -0.22 -0.10 0.08
H 4.124 4.780 -8.898 -0.11 -0.10 0.24
C -1.960 -0.702 8.349 -0.86 -0.06 -0.23
C -0.634 0.089 8.362 -0.84 0.22 0.41
C 0.652 -0.722 8.546 1.03 0.01 -0.17
F 0.663 -1.494 9.644 -0.12 0.01 -0.10
F 1.718 0.113 8.665 -0.28 0.23 -0.21
F -0.737 1.085 9.278 0.42 -0.36 0.06
F -0.542 0.721 7.148 0.26 -0.42 0.09
O -2.673 -0.846 9.593 1.32 -0.40 0.55
C -2.214 -1.830 10.499 -0.79 0.05 -1.71
C -1.521 -1.241 11.740 0.19 0.25 0.85
F -0.589 -0.317 11.432 -0.26 -0.01 -0.14
F -0.891 -2.213 12.444 -0.28 -0.18 -0.33
F -1.451 -2.714 9.826 0.05 -0.13 0.51
F -3.309 -2.518 10.895 0.31 0.41 0.31
H -2.650 -0.123 7.726 0.21 0.10 0.29
H -1.864 -1.660 7.829 0.27 0.08 0.23
H 0.834 -1.362 7.677 -0.25 0.06 -0.08
H -2.253 -0.764 12.396 -0.19 -0.11 -0.17
C -1.494 6.721 8.408 0.33 0.26 0.78
C -1.489 6.771 6.865 0.86 -0.58 0.42
C -2.849 6.702 6.161 -0.50 0.37 -0.80
F -3.589 5.633 6.497 0.06 0.01 0.12
F -2.676 6.629 4.815 0.35 0.14 0.12
F -0.639 5.819 6.407 -0.32 0.09 -0.12
F -0.918 7.967 6.514 -0.55 -0.02 0.10
O -1.334 5.441 9.051 -1.06 -0.49 -0.94
C -2.469 4.603 9.130 0.53 1.68 0.63
C -2.395 3.386 8.192 0.28 -0.73 -0.24
F -2.057 3.715 6.929 0.09 0.13 0.17
F -3.596 2.755 8.122 -0.08 0.22 0.31
F -3.575 5.354 8.950 -0.18 -0.49 -0.01
F -2.528 4.166 10.409 0.17 -0.33 -0.47
H -0.606 7.278 8.726 -0.04 -0.24 -0.24
H -2.334 7.278 8.834 -0.08 -0.23 -0.27
H -3.437 7.602 6.366 0.18 0.04 0.15
H -1.654 2.669 8.553 -0.17 0.44 0.15
C -1.852 -7.177 -0.469 -0.60 -0.10 0.65
C -1.460 -7.247 -1.960 -0.67 0.78 0.28
C -0.043 -7.728 -2.287 0.50 -0.59 -0.61
F 0.929 -7.029 -1.679 -0.08 0.03 0.08
F 0.194 -7.615 -3.622 -0.38 0.04 -0.02
F -1.726 -6.045 -2.531 0.28 -0.16 -0.08
F -2.327 -8.128 -2.551 0.49 -0.15 0.24
O -1.678 -5.925 0.226 1.37 0.04 -0.61
C -0.375 -5.598 0.666 -1.32 -1.34 0.40
C 0.276 -4.466 -0.149 0.25 0.80 -0.15
F 0.190 -4.662 -1.482 -0.18 -0.07 0.03
F 1.596 -4.358 0.144 -0.20 -0.26 0.27
F 0.363 -6.725 0.705 0.36 0.41 0.05
F -0.500 -5.197 1.951 0.09 0.30 -0.50
H -2.935 -7.335 -0.438 0.19 0.20 -0.20
H -1.437 -8.011 0.105 0.23 0.17 -0.23
H 0.079 -8.783 -2.022 -0.21 0.04 0.09
H -0.200 -3.510 0.074 -0.13 -0.22 0.12
```
Positions in Å, forces in eV/Å.

HOMO-LUMO gap: 8.90 eV
Energy: -173213.61879 eV
Net charge: +1

=====

Among the records above, which one has the lowest energy? C34H38F40N2O8P

=====

Among the records above, which one has the lowest HOMO-LUMO gap? C34H38F40N2O8P

=====

HOMO-LUMO gap of number 2 (C12H36O12)? 9.62 eV

=====

The highest HOMO-LUMO gap belongs to which entry? C3H7O2P